A gas-phase ion, C5H12N2 (charge +1) at a distorted geometry. Source: the Open Molecules 2025 dataset; level of theory: ωB97M-V with the def2-TZVPD basis set.

The LUMO energy (spin up / spin down) comes out at -2.98 / -7.84 eV. For the energy above the lowest of the compared OMol25 structures with the same formula, charge and spin, the calculation gives 1.551 eV. Its expectation value of S² is 0.757. The calculation puts the HOMO energy (spin up / spin down) at -14.432 / -13.629 eV. The calculation puts the electronic energy at -8351.017 eV.

```
! RIJCOSX wB97M-V def2-TZVPD def2/J DEFGRID3
* xyz 1 2
N 0.67 1.25 0.34
C 1.47 0.95 -0.86
C 0.57 0.13 -1.77
C -0.68 -0.21 -0.94
C -0.48 0.40 0.43
C -0.16 -0.60 1.67
N -1.22 -1.57 1.82
H 0.37 2.20 0.41
H 1.88 1.88 -1.26
H 2.33 0.39 -0.49
H 1.08 -0.74 -2.15
H 0.34 0.73 -2.64
H -1.54 0.31 -1.36
H -0.98 -1.24 -0.93
H -1.24 1.02 0.83
H 0.76 -1.14 1.44
H -0.16 0.02 2.55
H -0.92 -2.49 1.51
H -2.10 -1.30 1.41
*
```

From a Mulliken analysis of the wavefunction, the atomic charges in e read: number 1, N, carries -0.12; number 2, C, carries -0.58; number 3, C, carries -0.48; number 4, C, carries -0.67; number 5, C, carries -0.17; number 6, C, carries -0.65; number 7, N, carries -0.43; number 8, H, carries 0.35; number 9, H, carries 0.39; number 10, H, carries 0.26; number 11, H, carries 0.32; number 12, H, carries 0.28; number 13, H, carries 0.30; number 14, H, carries 0.44; number 15, H, carries 0.48; number 16, H, carries 0.38; number 17, H, carries 0.33; number 18, H, carries 0.29; number 19, H, carries 0.27

=====

A molecular structure, C11H7IrN2O6 at a distorted geometry. Source: the Open Molecules 2025 dataset; level of theory: ωB97M-V with the def2-TZVPD basis set.

The LUMO energy (spin up / spin down) comes out at -11.91 / -16.34 eV. Its expectation value of S² is 8.820. The calculation puts the HOMO energy (spin up / spin down) at -17.990 / -20.810 eV. The calculation puts the electronic energy at -29584.487 eV.

```
! RIJCOSX wB97M-V def2-TZVPD def2/J DEFGRID3
* xyz 3 6
O -1.76 3.47 -5.86
C -1.48 3.20 -4.78
Ir -0.58 2.36 -1.52
C 1.01 1.74 -0.52
O 1.94 1.37 0.04
C -2.01 2.20 -0.22
O -2.86 2.09 0.56
C -0.82 0.57 -2.31
O -1.07 -0.51 -2.65
C -0.16 4.28 -1.44
O -0.03 5.41 -1.28
H -2.05 2.96 -2.15
N 2.18 -4.06 1.41
C 1.62 -3.19 0.50
O 1.76 -3.33 -0.73
C 0.77 -2.10 1.08
C 0.34 -2.06 2.43
C -0.37 -0.94 2.87
C -0.72 0.05 1.91
N -0.41 -0.07 0.63
C 0.34 -1.08 0.20
H 2.80 -4.76 1.05
H 2.28 -3.78 2.38
H 0.56 -2.88 3.12
H -0.69 -0.79 3.90
H -1.23 0.97 2.22
H 0.65 -1.13 -0.85
*
```

From a Mulliken analysis of the wavefunction, the atomic charges in e read: number 1, O, carries -0.09; number 2, C, carries 0.13; number 3, Ir, carries 0.78; number 4, C, carries 0.23; number 5, O, carries -0.26; number 6, C, carries 0.37; number 7, O, carries -0.23; number 8, C, carries 0.37; number 9, O, carries -0.23; number 10, C, carries 0.40; number 11, O, carries -0.17; number 12, H, carries 0.19; number 13, N, carries -0.14; number 14, C, carries 0.62; number 15, O, carries -0.25; number 16, C, carries 0.09; number 17, C, carries -0.50; number 18, C, carries -0.85; number 19, C, carries -0.04; number 20, N, carries 0.03; number 21, C, carries 0.08; number 22, H, carries 0.34; number 23, H, carries 0.26; number 24, H, carries 0.44; number 25, H, carries 0.48; number 26, H, carries 0.40; number 27, H, carries 0.56

=====

A gas-phase ion, C21H31N2 (charge +1) at a distorted geometry. Source: the Open Molecules 2025 dataset; level of theory: ωB97M-V with the def2-TZVPD basis set.

The LUMO energy comes out at -3.47 eV. The SMILES is CN(C)/C=C/[C@@H](c1ccccc1)[C@@H]1CCCCC1=[N+]1CCCC1. For the energy above the lowest of the compared OMol25 structures with the same formula, charge and spin, the calculation gives 4.288 eV. The calculation puts the HOMO energy at -10.056 eV. The calculation puts the electronic energy at -25251.423 eV.

```
! RIJCOSX wB97M-V def2-TZVPD def2/J DEFGRID3
* xyz 1 1
C -3.08 -1.61 0.90
C -2.69 -2.97 0.35
C -1.19 -3.20 0.56
C -0.30 -1.98 0.39
N 0.99 -2.27 0.50
C 1.57 -3.64 0.62
C 3.08 -3.44 0.68
C 3.33 -1.91 0.70
C 1.96 -1.22 0.52
C -0.85 -0.59 -0.01
C -2.33 -0.48 0.25
H -4.14 -1.42 0.75
H -3.00 -1.59 2.00
H -3.28 -3.73 0.87
H -3.06 -3.08 -0.70
H -1.05 -3.76 1.51
H -0.94 -3.99 -0.16
H 1.18 -4.13 1.52
H 1.35 -4.31 -0.22
H 3.49 -3.90 1.57
H 3.54 -3.89 -0.18
H 3.74 -1.60 1.69
H 4.04 -1.58 -0.09
H 1.93 -0.67 -0.42
H 1.79 -0.58 1.39
H -0.56 -0.58 -1.06
H -2.79 -0.20 -0.67
H -2.61 0.29 0.96
C 3.45 1.50 -2.70
N 2.08 1.81 -2.41
C 1.28 2.46 -3.42
C 1.60 1.63 -1.16
C 0.25 1.60 -0.85
C -0.33 0.91 0.35
C -1.36 1.99 0.89
C -1.36 2.36 2.24
C -2.04 3.50 2.70
C -2.89 4.23 1.84
C -3.02 3.80 0.52
C -2.31 2.65 0.09
H 3.62 1.81 -3.74
H 4.13 1.99 -1.98
H 3.61 0.41 -2.66
H 1.91 2.53 -4.31
H 0.39 1.86 -3.69
H 0.93 3.47 -3.09
H 2.34 1.30 -0.39
H -0.46 2.11 -1.51
H 0.39 0.83 1.17
H -0.74 1.78 2.91
H -1.99 3.76 3.80
H -3.44 5.12 2.21
H -3.75 4.29 -0.13
H -2.45 2.34 -0.92
*
```

From a Mulliken analysis of the wavefunction, the atomic charges in e read: number 1, C, carries -1.20; number 2, C, carries -1.10; number 3, C, carries -0.87; number 4, C, carries 0.25; number 5, N, carries 0.02; number 6, C, carries -0.61; number 7, C, carries -0.60; number 8, C, carries -0.69; number 9, C, carries -0.16; number 10, C, carries 0.80; number 11, C, carries -0.45; number 12, H, carries 0.50; number 13, H, carries 0.34; number 14, H, carries 0.43; number 15, H, carries 0.37; number 16, H, carries 0.39; number 17, H, carries 0.38; number 18, H, carries 0.35; number 19, H, carries 0.29; number 20, H, carries 0.30; number 21, H, carries 0.30; number 22, H, carries 0.31; number 23, H, carries 0.28; number 24, H, carries 0.36; number 25, H, carries 0.13; number 26, H, carries 0.51; number 27, H, carries 0.36; number 28, H, carries 0.20; number 29, C, carries -0.73; number 30, N, carries 0.06; number 31, C, carries -0.91; number 32, C, carries -0.56; number 33, C, carries -1.27; number 34, C, carries 1.07; number 35, C, carries -0.78; number 36, C, carries -0.25; number 37, C, carries -0.75; number 38, C, carries -0.26; number 39, C, carries -1.05; number 40, C, carries 0.21; number 41, H, carries 0.24; number 42, H, carries 0.29; number 43, H, carries 0.24; number 44, H, carries 0.28; number 45, H, carries 0.29; number 46, H, carries 0.32; number 47, H, carries 0.84; number 48, H, carries 0.28; number 49, H, carries 0.51; number 50, H, carries 0.33; number 51, H, carries 0.32; number 52, H, carries 0.37; number 53, H, carries 0.37; number 54, H, carries 0.33

=====

A molecular structure, C3H6N3 at a distorted geometry. Source: the Open Molecules 2025 dataset; level of theory: ωB97M-V with the def2-TZVPD basis set.

The LUMO energy comes out at -4.19 eV. For the energy above the lowest of the compared OMol25 structures with the same formula, charge and spin, the calculation gives 2.334 eV. The calculation puts the HOMO energy at -15.113 eV. The calculation puts the electronic energy at -7669.042 eV.

```
! RIJCOSX wB97M-V def2-TZVPD def2/J DEFGRID3
* xyz 1 1
C -1.41 0.05 0.54
C 1.21 0.50 0.26
C 0.59 -0.84 -0.10
N -1.05 0.97 -0.25
N -0.60 -1.05 0.49
N 0.17 0.88 -0.76
H -2.37 -0.05 0.92
H 0.89 0.85 1.20
H 2.32 0.66 -0.02
H 1.01 -1.42 -0.95
H -1.11 -1.97 0.35
H 0.32 1.41 -1.66
*
```

From a Mulliken analysis of the wavefunction, the atomic charges in e read: number 1, C, carries -0.16; number 2, C, carries -0.41; number 3, C, carries 0.02; number 4, N, carries -0.44; number 5, N, carries -0.15; number 6, N, carries 0.08; number 7, H, carries 0.47; number 8, H, carries 0.27; number 9, H, carries 0.31; number 10, H, carries 0.34; number 11, H, carries 0.35; number 12, H, carries 0.31